[1]
{
  "formula": "C17H41BF3N15O10S",
  "method": "ωB97M-V with the def2-TZVPD basis set",
  "fmax_ev_per_a": 1.45,
  "orbital_gap_ev": 8.265,
  "smiles": "O=NOB(CCCCCCCSc1nnco1)COC(F)(F)F.NC(N)=O.NC(N)=O.NC(N)=O.NC(N)=O.NC(N)=O.NC(N)=O",
  "species": ["O", "N", "O", "B", "C", "C", "C", "C", "C", "C", "C", "S", "C", "N", "N", "C", "O", "C", "O", "C", "F", "F", "F", "H", "H", "H", "H", "H", "H", "H", "H", "H", "H", "H", "H", "H", "H", "H", "H", "H", "N", "C", "N", "O", "H", "H", "H", "H", "N", "C", "N", "O", "H", "H", "H", "H", "N", "C", "N", "O", "H", "H", "H", "H", "N", "C", "N", "O", "H", "H", "H", "H", "N", "C", "N", "O", "H", "H", "H", "H", "N", "C", "N", "O", "H", "H", "H", "H"],
  "coordinates": [[3.42, -2.10, 2.34], [4.57, -2.20, 2.44], [5.21, -2.24, 1.15], [5.08, -1.09, 0.36], [4.92, 0.30, 1.06], [5.50, 1.57, 0.40], [4.54, 2.74, 0.61], [3.39, 2.77, -0.40], [2.22, 3.60, 0.14], [1.08, 3.75, -0.87], [0.40, 2.44, -1.27], [-0.24, 1.58, 0.19], [-0.31, -0.08, -0.33], [-0.97, -0.61, -1.31], [-0.75, -1.98, -1.23], [0.00, -2.16, -0.19], [0.34, -1.01, 0.43], [5.13, -1.46, -1.16], [4.66, -0.44, -2.05], [4.99, -0.65, -3.33], [4.53, -1.84, -3.79], [4.46, 0.31, -4.10], [6.32, -0.66, -3.53], [5.38, 0.18, 2.05], [3.85, 0.46, 1.27], [5.74, 1.43, -0.65], [6.43, 1.82, 0.92], [4.10, 2.59, 1.61], [5.04, 3.71, 0.66], [3.73, 3.22, -1.33], [3.00, 1.76, -0.56], [1.87, 3.14, 1.07], [2.56, 4.61, 0.41], [0.34, 4.46, -0.50], [1.48, 4.17, -1.80], [-0.46, 2.68, -1.90], [1.07, 1.79, -1.83], [0.33, -3.11, 0.19], [4.51, -2.35, -1.29], [6.15, -1.77, -1.42], [-5.61, 0.71, 1.39], [-4.41, 1.38, 1.39], [-3.42, 0.77, 0.69], [-4.25, 2.43, 2.00], [-5.75, -0.16, 0.90], [-6.37, 1.09, 1.92], [-2.49, 1.17, 0.69], [-3.55, -0.10, 0.20], [5.90, 2.70, -5.15], [5.68, 3.50, -4.07], [5.93, 4.83, -4.26], [5.27, 3.06, -3.01], [6.22, 3.04, -6.04], [5.71, 1.72, -5.04], [5.77, 5.45, -3.48], [6.26, 5.22, -5.13], [1.05, -5.84, -0.72], [1.54, -5.21, 0.39], [2.15, -4.01, 0.17], [1.43, -5.68, 1.51], [1.13, -5.46, -1.65], [0.59, -6.72, -0.59], [2.51, -3.53, 0.97], [2.24, -3.59, -0.74], [-8.61, -3.04, 3.60], [-7.86, -1.99, 3.12], [-6.52, -2.20, 3.06], [-8.38, -0.94, 2.77], [-8.21, -3.91, 3.90], [-9.60, -2.90, 3.66], [-5.98, -1.44, 2.71], [-6.05, -3.04, 3.32], [-1.78, -2.66, 2.89], [-2.94, -3.37, 3.03], [-2.80, -4.62, 3.58], [-4.03, -2.93, 2.69], [-0.89, -3.01, 3.17], [-1.86, -1.74, 2.50], [-3.63, -5.17, 3.69], [-1.92, -5.00, 3.86], [-7.16, 2.90, -1.16], [-8.53, 2.95, -1.18], [-9.15, 2.37, -0.10], [-9.15, 3.47, -2.09], [-6.63, 2.48, -0.42], [-6.68, 3.31, -1.94], [-10.15, 2.39, -0.09], [-8.66, 1.93, 0.65]],
  "mulliken_charge": [-0.23, 0.20, -0.27, 0.39, -0.98, -0.47, -1.50, 0.90, -0.94, -1.03, -0.66, -0.34, 0.67, -0.32, -0.50, -0.14, -0.15, -0.78, -0.19, 0.90, -0.30, -0.27, -0.29, 0.35, 0.48, 0.20, 0.48, 0.43, 0.53, 0.22, -0.25, 0.41, 0.41, 0.37, 0.38, 0.45, 0.41, 0.55, 0.39, 0.45, -0.39, 0.58, -0.15, -0.70, 0.17, 0.17, 0.13, 0.17, -0.32, 0.50, -0.41, -0.50, 0.15, 0.20, 0.22, 0.15, -0.37, 0.67, -0.28, -0.66, 0.18, 0.22, 0.06, 0.24, -0.39, 0.58, -0.16, -0.66, 0.16, 0.22, 0.19, 0.16, -0.29, 0.64, -0.39, -0.66, 0.16, 0.13, 0.20, 0.18, -0.31, 0.52, -0.29, -0.65, 0.20, 0.17, 0.18, 0.16]
}

---

[2]
{
  "formula": "C17H42Cl2InN2O5S4",
  "method": "ωB97M-V with the def2-TZVPD basis set",
  "fmax_ev_per_a": 2.53,
  "orbital_gap_ev": 7.095,
  "charge": -1,
  "species": ["C", "C", "N", "C", "C", "In", "N", "C", "Cl", "C", "C", "Cl", "C", "C", "O", "H", "H", "H", "H", "H", "H", "H", "H", "H", "H", "H", "H", "H", "H", "H", "H", "H", "H", "C", "S", "O", "C", "H", "H", "H", "H", "H", "H", "C", "S", "O", "C", "H", "H", "H", "H", "H", "H", "C", "S", "O", "C", "H", "H", "H", "H", "H", "H", "C", "S", "O", "C", "H", "H", "H", "H", "H", "H"],
  "coordinates": [[3.83, 1.80, 1.21], [2.35, 1.38, 1.28], [1.44, 2.16, 0.41], [0.33, 1.24, 0.02], [-0.68, 1.87, -0.96], [-2.51, 0.63, -1.24], [-2.04, -1.45, -0.92], [-4.21, 1.12, 0.15], [-5.14, -0.28, 0.78], [-4.62, 2.31, 0.53], [-3.93, 3.56, 0.02], [-5.99, 2.56, 1.64], [2.10, 2.65, -0.77], [2.52, 1.70, -1.89], [2.32, 3.80, -0.90], [4.31, 1.62, 0.25], [3.98, 2.82, 1.58], [4.36, 1.16, 1.93], [2.29, 0.30, 1.11], [2.03, 1.57, 2.31], [0.71, 0.29, -0.40], [-0.23, 1.01, 0.94], [-0.21, 1.95, -1.95], [-0.84, 2.90, -0.63], [-3.09, 0.77, -2.93], [-2.58, -1.94, -1.63], [-2.48, -1.72, -0.04], [-2.86, 3.43, 0.15], [-4.21, 4.41, 0.65], [-4.22, 3.75, -1.01], [1.65, 1.16, -2.27], [2.94, 2.25, -2.72], [3.23, 0.94, -1.54], [-3.51, -5.00, 0.54], [-3.91, -3.93, 1.92], [-2.64, -3.28, 2.36], [-4.25, -5.25, 3.09], [-3.21, -4.37, -0.30], [-2.68, -5.66, 0.81], [-4.39, -5.58, 0.27], [-3.38, -5.89, 3.19], [-5.11, -5.83, 2.74], [-4.49, -4.80, 4.05], [1.48, -6.96, 3.24], [-0.17, -6.25, 3.39], [-0.98, -6.79, 2.25], [0.30, -4.57, 2.96], [1.41, -8.03, 3.43], [1.86, -6.80, 2.23], [2.14, -6.51, 3.97], [0.76, -4.56, 1.97], [1.00, -4.19, 3.71], [-0.60, -3.96, 2.95], [3.23, 8.43, 0.54], [1.77, 7.57, -0.06], [0.59, 8.43, 0.26], [1.82, 6.26, 1.17], [3.37, 9.32, -0.07], [3.10, 8.72, 1.58], [4.10, 7.78, 0.43], [1.77, 6.69, 2.17], [2.73, 5.68, 1.05], [0.96, 5.61, 1.02], [0.78, -2.47, -4.28], [2.50, -1.95, -4.42], [2.66, -0.77, -3.53], [2.37, -1.33, -6.11], [0.63, -2.86, -3.27], [0.12, -1.62, -4.45], [0.59, -3.26, -5.01], [1.60, -0.56, -6.16], [2.12, -2.16, -6.78], [3.33, -0.91, -6.39]],
  "mulliken_charge": [-1.18, -0.36, 0.24, -0.79, -1.08, 1.03, -0.71, -0.31, -0.29, 0.44, -0.89, -0.26, 0.20, -0.87, -0.54, 0.31, 0.23, 0.41, 0.31, 0.38, 0.33, 0.57, 0.23, 0.30, -0.42, 0.15, 0.04, 0.11, 0.38, 0.24, 0.18, 0.43, 0.20, -0.65, 0.52, -0.58, -0.85, 0.19, 0.17, 0.37, 0.17, 0.37, 0.31, -0.99, 0.46, -0.62, -0.73, 0.34, 0.30, 0.36, 0.31, 0.40, 0.18, -0.92, 0.55, -0.65, -0.82, 0.31, 0.28, 0.33, 0.48, 0.20, 0.23, -0.90, 0.35, -0.50, -0.95, 0.32, 0.26, 0.40, 0.30, 0.37, 0.31]
}

---

[3]
{
  "formula": "C17H42F2N2NbO5",
  "method": "ωB97M-V with the def2-TZVPD basis set",
  "fmax_ev_per_a": 1.97,
  "orbital_gap_ev": 7.216,
  "charge": -1,
  "species": ["C", "C", "C", "F", "Nb", "C", "C", "O", "F", "H", "H", "H", "H", "H", "H", "H", "H", "H", "H", "H", "H", "C", "O", "C", "C", "N", "C", "C", "O", "C", "H", "H", "H", "H", "H", "H", "H", "H", "H", "H", "H", "H", "H", "H", "H", "C", "O", "C", "C", "N", "C", "C", "O", "C", "H", "H", "H", "H", "H", "H", "H", "H", "H", "H", "H", "H", "H", "H", "H"],
  "coordinates": [[-0.80, 1.23, -1.83], [-1.85, 1.19, -2.94], [-1.36, 0.52, -4.21], [-0.27, 1.31, -4.66], [-0.86, -1.74, -4.09], [1.34, -1.43, -4.63], [2.32, -2.36, -4.03], [2.18, -3.25, -3.22], [3.60, -2.11, -4.47], [-1.21, 0.88, -0.90], [-0.43, 2.24, -1.72], [0.06, 0.62, -2.04], [-2.75, 0.70, -2.64], [-2.07, 2.22, -3.20], [-2.13, 0.62, -4.97], [-0.58, -1.67, -2.27], [-2.64, -1.91, -3.67], [-1.30, -1.85, -5.88], [-0.71, -3.57, -4.02], [1.72, -0.43, -4.43], [1.42, -1.57, -5.71], [-2.96, -5.36, 3.02], [-3.73, -4.30, 3.56], [-2.99, -3.39, 4.36], [-2.90, -2.03, 3.70], [-2.06, -2.08, 2.51], [-2.08, -0.86, 1.70], [-3.39, -0.46, 1.03], [-3.81, -1.35, 0.02], [-4.59, -2.44, 0.45], [-3.65, -6.05, 2.54], [-2.24, -5.00, 2.28], [-2.43, -5.89, 3.81], [-1.99, -3.77, 4.57], [-3.52, -3.28, 5.31], [-2.47, -1.32, 4.41], [-3.93, -1.70, 3.47], [-2.34, -2.85, 1.93], [-1.33, -1.00, 0.91], [-1.73, -0.03, 2.32], [-3.20, 0.49, 0.53], [-4.19, -0.28, 1.75], [-5.20, -2.19, 1.32], [-3.97, -3.32, 0.67], [-5.25, -2.72, -0.37], [1.23, 1.19, 1.30], [1.48, 2.17, 0.32], [1.30, 3.50, 0.76], [2.62, 4.24, 0.78], [3.50, 3.72, 1.82], [4.87, 4.22, 1.75], [5.71, 3.85, 0.52], [6.02, 2.48, 0.42], [5.05, 1.68, -0.24], [1.26, 0.22, 0.80], [1.98, 1.20, 2.09], [0.24, 1.32, 1.74], [0.83, 3.53, 1.75], [0.63, 4.00, 0.05], [2.44, 5.30, 0.97], [3.06, 4.15, -0.22], [3.52, 2.71, 1.75], [5.40, 3.84, 2.62], [4.85, 5.31, 1.84], [6.67, 4.37, 0.61], [5.25, 4.21, -0.41], [4.52, 2.23, -1.02], [4.33, 1.26, 0.46], [5.57, 0.85, -0.71]],
  "nbo_charge": [-0.61, -0.45, -0.27, -0.42, 1.94, -1.14, 0.88, -0.56, -0.38, 0.19, 0.19, 0.22, 0.22, 0.17, 0.17, -0.44, -0.39, -0.45, -0.40, 0.26, 0.26, -0.25, -0.56, -0.07, -0.24, -0.63, -0.25, -0.08, -0.53, -0.24, 0.19, 0.17, 0.16, 0.17, 0.18, 0.19, 0.17, 0.36, 0.22, 0.18, 0.19, 0.15, 0.16, 0.16, 0.19, -0.25, -0.55, -0.07, -0.24, -0.63, -0.24, -0.08, -0.55, -0.25, 0.21, 0.15, 0.17, 0.17, 0.19, 0.18, 0.17, 0.36, 0.20, 0.18, 0.18, 0.16, 0.18, 0.16, 0.19]
}